Record 1
Density functional theory data (the ωB97M-V functional and the def2-TZVPD basis) for C6H14Cl2O3OsP as an isolated structure.

Output
net charge	+3
2S+1	5
gap between HOMO and LUMO (spin up / spin down)	7.33 / 5.66	eV
energy relative to the best compared isomer or geometry (same formula, charge and spin)	3.6	kcal per mole

Cartesian coordinates (Å):
1 C 0.834 3.541 -0.918
2 C 1.103 2.033 -0.911
3 H 1.370 3.968 -1.772
4 H 1.229 3.979 0.012
5 H -0.242 3.806 -1.019
6 O 2.041 1.450 -1.414
7 Cl -0.297 1.323 1.909
8 Os 1.022 0.025 0.622
9 P -0.865 -0.876 -0.055
10 C -0.826 -2.393 -1.073
11 C -2.078 -1.548 1.254
12 H -2.247 1.045 -0.525
13 H -2.849 -0.417 -1.326
14 H -1.425 0.420 -1.949
15 C -1.966 0.136 -1.048
16 H -2.207 -0.753 2.023
17 H -3.034 -1.784 0.729
18 H -1.821 -2.641 -1.428
19 H -0.424 -3.230 -0.492
20 H -1.609 -2.452 1.707
21 H -0.171 -2.204 -1.922
22 C 1.970 -1.498 0.019
23 O 2.460 -2.524 -0.127
24 Cl 0.800 -1.364 2.500
25 O 2.813 0.940 1.671
26 H 2.873 0.359 2.453
27 H 3.545 0.659 1.079

Record 2
Density functional theory data (the ωB97M-V functional and the def2-TZVPD basis) for C6H14F4N2O2Pt as an isolated structure.

Output
net charge	-2
2S+1	3
gap between HOMO and LUMO (spin up / spin down)	3.19 / 4.34	eV

Cartesian coordinates (Å):
1 Pt 0.485 0.218 -0.272
2 F -1.588 0.754 0.287
3 F 0.904 0.455 1.900
4 F 0.172 -0.146 -2.444
5 F 2.550 -0.269 -0.816
6 C 1.010 3.581 -0.394
7 O 1.105 2.387 -0.348
8 N 0.114 4.223 0.429
9 C 0.013 5.659 0.404
10 C -0.654 3.506 1.427
11 H 1.523 4.277 -1.078
12 H 0.815 6.100 -0.189
13 H 0.058 6.100 1.408
14 H -0.952 5.990 -0.007
15 H -1.717 3.739 1.348
16 H -0.494 2.427 1.319
17 H -0.308 3.776 2.433
18 C 0.195 -2.972 -0.679
19 O -0.039 -2.028 0.026
20 N -0.260 -4.245 -0.480
21 C 0.011 -5.268 -1.444
22 C -0.901 -4.608 0.783
23 H 0.691 -2.853 -1.657
24 H -0.829 -5.481 -2.115
25 H 0.320 -6.210 -0.974
26 H 0.864 -4.943 -2.043
27 H -1.755 -5.247 0.545
28 H -0.164 -5.221 1.317
29 H -1.170 -3.702 1.316

Number 1: largest force on an atom 0.1628 hartree/bohr. Number 2: largest force on an atom 0.0423 hartree/bohr.